(1)
A gas-phase ion, C6H13N2O (charge +1) in a non-equilibrium geometry. Source: the Open Molecules 2025 dataset; level of theory: ωB97M-V/def2-TZVPD.

Results
HOMO in Ha: -0.53716
Multiplicity: 1
Calculated total energy in eV: -11451.633
Structure (SMILES): C=[N+](NC(C)=O)C(C)C
Net charge: +1

Cartesian coordinates (Å):
1 C -0.394216 1.913583 0.551959
2 C -2.011518 -0.236184 -0.103563
3 C -2.873500 -1.431825 0.152610
4 C 1.668196 0.010787 -1.600033
5 C 2.264794 -0.287548 0.809578
6 C 1.462581 0.573501 -0.133685
7 N -0.747128 -0.309276 0.449902
8 N 0.093491 0.746589 0.293619
9 O -2.351725 0.605186 -0.880802
10 H -1.320169 2.140985 1.025603
11 H 0.221357 2.764222 0.636790
12 H -3.650204 -1.548515 -0.667079
13 H -3.608037 -1.406230 1.009303
14 H -2.333128 -2.324306 0.475938
15 H 1.330185 -1.066696 -1.702251
16 H 1.027229 0.641172 -2.266764
17 H 2.730933 0.243245 -1.733114
18 H 1.808965 -1.305608 0.592838
19 H 2.011116 0.119493 1.848150
20 H 3.297133 -0.343591 0.385480
21 H 1.921819 1.598032 -0.160725
22 H -0.548178 -1.097022 1.016240

Cartesian forces (eV/Å) of the 3 atoms listed first:
C 0.7 -0.7 0.9
C -1.4 -1.5 -0.9
C -2.3 -0.8 1.0

Here are the Löwdin charges for atoms 1 to 6, given in e: 0.252 -0.507 0.011 -0.015 -0.042 -0.403



(2)
A molecular structure, C3H3CsLiO4 in a non-equilibrium geometry. Source: the Open Molecules 2025 dataset; level of theory: ωB97M-V/def2-TZVPD.

Results
HOMO (spin up / spin down) in Ha: -0.20521 / -0.18884
Multiplicity: 2
Calculated total energy in eV: -12098.362

Cartesian coordinates (Å):
1 O 6.877462 1.023910 -0.307426
2 O 3.749265 1.251983 -1.579973
3 C 2.594218 0.710430 -1.165879
4 C 4.818037 0.417399 -1.874355
5 O 1.664549 1.473142 -0.870662
6 O 2.482804 -0.555932 -1.115864
7 C 5.649136 -0.092494 -0.795549
8 H 5.266139 0.653122 -2.843230
9 H 6.234844 -0.977082 -1.128918
10 H 5.085892 -0.274582 0.145969
11 Cs -1.730360 -0.369507 -0.057664
12 Li 3.879955 -1.723129 -1.449713

Cartesian forces (eV/Å) of the 3 atoms listed first:
O -2.3 -1.8 -1.1
O -0.1 0.8 0.1
C -1.2 0.0 0.3

Here are the Löwdin charges for atoms 1 to 6, given in e: -0.323 -0.008 -0.808 -0.262 -0.041 -0.194



(3)
A molecular structure, C43H43F2N9O2PV. Source: the Open Molecules 2025 dataset; level of theory: ωB97M-V/def2-TZVPD.

Results
HOMO (spin up / spin down) in Ha: -0.46963 / -0.47069
Multiplicity: 3
Calculated total energy in eV: -103195.102
Net charge: +2

Cartesian coordinates (Å):
1 V -0.508179 -0.011505 -0.746010
2 C 2.356524 0.305718 -4.271381
3 O 1.515987 1.484483 -4.142485
4 C 0.818179 1.312796 -3.038907
5 N 0.884189 0.185886 -2.433353
6 C 1.787074 -0.687155 -3.236448
7 C 2.858941 -1.441559 -2.462292
8 C 2.575210 -2.073847 -1.252640
9 C 3.551043 -2.804923 -0.590587
10 C 4.827609 -2.919476 -1.122105
11 C 5.114996 -2.308227 -2.331634
12 C 4.137259 -1.581273 -2.997525
13 C 0.001082 2.401516 -2.521098
14 C -0.102919 3.647179 -3.117507
15 C -0.910965 4.595654 -2.505904
16 C -1.560269 4.267112 -1.326616
17 C -1.382303 2.993188 -0.803041
18 N -0.630306 2.067178 -1.391473
19 C -2.001940 2.555985 0.447209
20 N -1.715298 1.442900 1.003732
21 C -2.623879 1.333627 2.183533
22 C -3.305827 2.719758 2.234994
23 O -2.912245 3.352393 0.989464
24 C -2.003921 0.965865 3.513507
25 C -0.761246 0.360979 3.612930
26 C -0.253734 -0.018651 4.848632
27 C -0.984626 0.211288 6.003399
28 C -2.226169 0.825966 5.913180
29 C -2.732656 1.198771 4.678271
30 H 2.301292 -0.039951 -5.297836
31 H 3.368597 0.621681 -4.035555
32 H 1.144735 -1.418511 -3.731904
33 H 1.583114 -2.014915 -0.827814
34 H 3.310059 -3.301587 0.342406
35 H 5.586284 -3.492557 -0.605081
36 H 6.100557 -2.401355 -2.768392
37 H 4.394932 -1.140392 -3.952638
38 H 0.437398 3.854088 -4.031504
39 H -1.028723 5.579392 -2.941613
40 H -2.191161 4.973147 -0.804515
41 H -3.357504 0.563158 1.927283
42 H -4.390122 2.682057 2.267341
43 H -2.929088 3.332469 3.051340
44 H -0.201498 0.176255 2.712118
45 H 0.715534 -0.502997 4.913716
46 H -0.591455 -0.084348 6.967312
47 H -2.805834 1.012615 6.808837
48 H -3.712443 1.664289 4.632356
49 F -0.041496 -3.903957 3.065780
50 C -0.848975 -3.163314 2.305482
51 C -0.291321 -2.221625 1.457524
52 C -1.111050 -1.417225 0.684701
53 C -2.507917 -1.615271 0.700967
54 C -3.012783 -2.584595 1.576085
55 F -4.333048 -2.830878 1.642972
56 C -2.211935 -3.355045 2.393289
57 C -3.324249 -0.862821 -0.271820
58 C -4.721278 -0.838038 -0.318703
59 C -5.370119 -0.118166 -1.308373
60 C -4.626675 0.567903 -2.257930
61 C -3.251711 0.525466 -2.147395
62 N -2.618721 -0.150837 -1.183493
63 H 0.788739 -2.131608 1.437127
64 H -2.642428 -4.089741 3.060613
65 H -5.298211 -1.376371 0.413688
66 H -6.452321 -0.099641 -1.338579
67 H -5.095292 1.125626 -3.056624
68 H -2.625308 1.050932 -2.858918
69 C -2.125800 -4.924802 -2.284854
70 N -1.556486 -3.763500 -2.987490
71 C -1.705656 -3.695512 -4.445082
72 C -1.029350 -2.784305 -2.316939
73 N -0.553824 -1.911340 -1.720591
74 H -1.657973 -5.839078 -2.647126
75 H -3.200006 -4.976343 -2.463995
76 H -1.944396 -4.832843 -1.216244
77 H -1.305312 -4.603394 -4.893671
78 H -1.159357 -2.840352 -4.835802
79 H -2.758804 -3.600915 -4.711087
80 C 3.194446 1.928414 3.037036
81 N 2.596047 2.897358 2.116460
82 C 3.566599 3.225489 1.075643
83 N 4.040608 2.049973 0.347720
84 C 4.609138 1.097315 1.303852
85 N 3.669076 0.721150 2.359259
86 C 2.571922 -0.089632 1.852397
87 P 1.559631 0.838653 0.592159
88 C 1.338644 2.415061 1.565672
89 C 2.982807 1.444760 -0.447060
90 H 2.462999 1.652242 3.798756
91 H 4.044052 2.402969 3.528677
92 H 4.423371 3.707603 1.546583
93 H 3.120855 3.930874 0.370685
94 H 5.480856 1.558754 1.769414
95 H 4.933358 0.200215 0.771676
96 H 1.933922 -0.393288 2.683104
97 H 2.972381 -0.991967 1.389717
98 H 0.627405 2.249877 2.373469
99 H 0.917447 3.180660 0.904720
100 H 2.610645 2.185199 -1.163532
101 H 3.390594 0.605755 -1.013593

Cartesian forces (eV/Å) of the 3 atoms listed first:
V -0.4 -0.3 0.6
C 0.0 -0.1 0.0
O -0.1 0.2 -0.1

Here are the Löwdin charges for atoms 1 to 6, given in e: 0.753 -0.035 0.072 -0.337 0.067 -0.197



(4)
3 unconnected molecules or ions with the total composition C3H5NO2 in a non-equilibrium geometry. Source: the Open Molecules 2025 dataset; level of theory: ωB97M-V/def2-TZVPD.

Results
HOMO in Ha: -0.39248
Multiplicity: 1
Calculated total energy in eV: -8774.695
Structure (SMILES): C#N.C=O.C=O

Cartesian coordinates (Å):
1 N 2.772324 0.913383 0.033575
2 C 2.145636 0.243335 -0.667636
3 O -0.416262 -1.179584 -1.240382
4 C -0.803917 -1.561249 -0.157471
5 C -0.802790 1.376505 0.640575
6 O -1.358799 0.553431 1.328192
7 H -0.209582 2.197526 1.077173
8 H 1.502944 -0.376609 -1.274405
9 H -0.127817 -1.649219 0.711791
10 H -1.853762 -1.849231 0.012981
11 H -0.847975 1.331713 -0.464397

Cartesian forces (eV/Å) of the 3 atoms listed first:
N -0.6 -0.6 -0.7
C 0.5 0.6 0.6
O -0.2 -0.2 0.5

Here are the Löwdin charges for atoms 1 to 6, given in e: 0.055 -0.088 -0.060 -0.145 -0.130 -0.025



(5)
A molecular structure, C33H59N4NiO10 in a non-equilibrium geometry. Source: the Open Molecules 2025 dataset; level of theory: ωB97M-V/def2-TZVPD.

Results
HOMO (spin up / spin down) in Ha: -0.13587 / -0.13360
Multiplicity: 3
Calculated total energy in eV: -102646.460
Net charge: -1

Cartesian coordinates (Å):
1 Ni 12.192937 9.821712 -2.705954
2 N 14.064518 11.707677 -1.796610
3 O 15.034301 11.987984 -1.139121
4 O 12.999852 12.148379 -1.474817
5 O 14.101799 10.756405 -2.565779
6 C 10.615616 9.826516 1.202414
7 C 11.270323 9.695244 -0.119124
8 C 12.582017 8.788378 -0.230173
9 O 12.913895 8.511404 -1.358916
10 C 13.352774 8.680830 1.019163
11 C 12.771094 9.038751 2.205384
12 C 11.285417 9.495097 2.324509
13 O 10.675119 9.725952 3.404922
14 O 13.578972 9.110420 3.190586
15 O 10.900106 10.219632 -1.185787
16 H 9.594970 10.158373 1.322997
17 H 14.380446 8.371255 0.898933
18 C 18.642472 10.558494 1.180062
19 C 17.840937 10.450190 2.499357
20 C 18.823645 10.581771 3.661324
21 C 19.259812 11.965294 4.057021
22 C 18.111393 12.964205 4.060617
23 C 17.163021 12.987847 2.815139
24 N 16.792459 11.578469 2.644554
25 O 15.847061 11.392961 1.617750
26 C 15.940056 13.826307 3.244967
27 C 17.949334 13.715243 1.680569
28 C 17.199329 9.031152 2.512355
29 H 19.476611 11.259986 1.164897
30 H 18.015005 10.782323 0.317343
31 H 19.088265 9.578081 1.012234
32 H 18.437982 10.227403 4.617238
33 H 19.707187 9.960601 3.514352
34 H 19.938351 12.295325 3.270417
35 H 19.839338 12.027187 4.978120
36 H 18.498184 13.950152 4.318298
37 H 17.402260 12.613944 4.810651
38 H 16.244381 14.831910 3.535196
39 H 15.131974 13.882125 2.515589
40 H 15.540671 13.519759 4.211723
41 H 17.425998 13.697122 0.724592
42 H 18.004894 14.769115 1.953264
43 H 18.960158 13.361893 1.476881
44 H 16.463990 8.927015 3.310178
45 H 17.932773 8.239152 2.663679
46 H 16.580544 8.819675 1.640297
47 H 16.264443 11.759410 0.834741
48 C 13.471978 15.850599 1.353850
49 C 14.069591 16.347184 0.024371
50 C 15.551177 15.791602 -0.096102
51 C 16.211308 15.966577 -1.432426
52 C 15.430400 15.433725 -2.592200
53 C 13.861012 15.759770 -2.569458
54 N 13.356088 15.647664 -1.115095
55 O 12.028223 15.633174 -1.043169
56 C 13.468633 17.127624 -3.382652
57 C 13.223422 14.671160 -3.444751
58 C 14.260700 17.904312 -0.069727
59 H 13.543746 14.768062 1.459016
60 H 12.413776 16.087101 1.465109
61 H 13.989619 16.123425 2.273479
62 H 16.165162 16.115915 0.744097
63 H 15.323148 14.729656 -0.004611
64 H 17.188346 15.487053 -1.372874
65 H 16.397197 17.031906 -1.568835
66 H 15.581360 14.367704 -2.762217
67 H 15.863642 16.045358 -3.383609
68 H 14.048720 17.205356 -4.302190
69 H 12.394953 17.181260 -3.562771
70 H 13.763937 18.043858 -2.871373
71 H 12.164278 14.508119 -3.245435
72 H 13.212874 14.914694 -4.507140
73 H 13.749059 13.736075 -3.251293
74 H 15.095854 18.401184 -0.563421
75 H 14.354496 18.227884 0.966904
76 H 13.379732 18.366541 -0.515090
77 H 11.837351 16.544359 -1.277513
78 C 10.283496 7.663064 -3.282521
79 C 10.704046 7.860741 -4.726058
80 C 9.553454 8.522399 -5.427675
81 C 9.903615 8.961364 -6.904472
82 C 11.010883 9.960016 -6.845210
83 C 12.327025 9.400200 -6.073359
84 N 11.921047 8.733279 -4.817839
85 O 12.985128 8.201524 -4.073537
86 C 13.061608 8.392950 -6.969506
87 C 13.187630 10.692932 -5.897688
88 C 10.955470 6.446949 -5.347628
89 H 10.888024 6.970849 -2.696438
90 H 9.304567 7.184049 -3.301187
91 H 10.194870 8.620738 -2.769578
92 H 8.635190 7.937362 -5.478950
93 H 9.123470 9.395386 -4.936655
94 H 9.037534 9.482943 -7.311847
95 H 10.130058 8.021648 -7.408196
96 H 10.643468 10.824107 -6.291614
97 H 11.269404 10.260371 -7.860617
98 H 12.764875 7.346342 -6.901355
99 H 12.914694 8.717716 -7.999574
100 H 14.134753 8.340113 -6.786047
101 H 14.155954 10.400890 -5.491300
102 H 13.413200 11.192101 -6.840059
103 H 12.846647 11.470852 -5.214552
104 H 11.012519 6.540806 -6.432079
105 H 10.145268 5.799624 -5.012003
106 H 11.841964 5.955828 -4.946334
107 H 13.305534 7.519646 -4.668499

Cartesian forces (eV/Å) of the 3 atoms listed first:
Ni 1.0 0.1 1.9
N -0.3 -0.1 4.1
O 3.1 1.1 -0.1

Here are the Löwdin charges for atoms 1 to 6, given in e: 0.873 -0.631 0.030 0.026 -0.056 -0.005



(6)
2 unconnected molecules or ions with the total composition C2H8N2O3S in a non-equilibrium geometry. Source: the Open Molecules 2025 dataset; level of theory: ωB97M-V/def2-TZVPD.

Results
HOMO in Ha: -0.38032
Multiplicity: 1
Calculated total energy in eV: -22160.447
Structure (SMILES): NS(=O)(=O)O.[H]/N=C\C

Cartesian coordinates (Å):
1 C 2.558109 0.810628 0.001743
2 C 1.989513 -0.517215 -0.277927
3 N 1.109092 -1.068272 0.459052
4 N -3.296709 0.134978 0.269595
5 O -1.530959 -1.110080 -0.821325
6 O -1.545845 1.263166 -1.288837
7 O -1.008373 0.570526 0.973082
8 S -1.750546 0.323098 -0.203996
9 H 2.026828 1.546630 -0.504514
10 H 2.288775 0.980156 1.118049
11 H 3.705630 0.932032 -0.097328
12 H 2.326238 -1.064184 -1.238667
13 H 0.797540 -0.505350 1.252200
14 H -0.713383 -1.523078 -0.494796
15 H -3.776628 -0.533568 -0.417384
16 H -3.179278 -0.239467 1.271051

Cartesian forces (eV/Å) of the 3 atoms listed first:
C 2.1 -0.3 3.5
C -0.1 -1.4 -1.0
N 0.1 -0.6 -1.0

Here are the Löwdin charges for atoms 1 to 6, given in e: -0.090 -0.299 0.051 -0.095 -0.180 -0.284